ORCA calculation (ωB97M-V/def2-TZVPD) on a structure of composition C13H17BrN2V.

The geometry in XYZ format:
```
34
Properties=species:S:1:pos:R:3:nbo_charge:R:1
C 2.46 1.37 -0.78 -0.72
C 1.89 1.00 -2.51 -0.54
H 1.79 2.01 -0.18 0.32
H 3.25 2.06 -1.11 0.34
H 3.03 0.55 -0.30 0.34
H 1.50 1.92 -2.93 0.29
H 2.86 0.80 -2.96 0.30
H 1.27 0.08 -2.76 0.28
C 1.62 0.50 2.04 0.08
C 1.29 0.62 3.39 -0.21
C -0.01 0.28 3.80 -0.08
C -0.90 -0.21 2.85 -0.19
H 2.61 0.77 1.68 0.21
H 2.04 1.00 4.09 0.27
H -0.31 0.38 4.85 0.27
H -1.92 -0.49 3.12 0.25
N 0.74 0.08 1.12 -0.47
C -0.51 -0.33 1.52 0.17
C -1.34 -0.94 0.48 0.24
N -0.81 -1.00 -0.76 -0.47
C -1.44 -1.68 -1.74 0.08
C -3.30 -2.16 -0.27 -0.10
C -2.69 -2.27 -1.52 -0.19
H -0.95 -1.76 -2.71 0.23
H -3.17 -2.80 -2.33 0.26
C -2.61 -1.49 0.74 -0.19
H -3.03 -1.37 1.72 0.24
H -4.28 -2.60 -0.07 0.27
V 1.03 0.14 -1.03 0.79
C -0.36 1.70 -1.44 -0.82
H -1.13 1.73 -0.67 0.25
H -0.83 1.34 -2.38 0.24
H 0.07 2.70 -1.61 0.23
Br 2.15 -1.93 -1.35 0.02
```

Properties
Net charge: +2
Energy above the lowest of the compared OMol25 structures with the same formula, charge and spin (eV): 2.378
Spin multiplicity: 2

***

ORCA calculation (ωB97M-V/def2-TZVPD) on the molecule C3H2N2S.

The geometry in XYZ format:
```
8
Properties=species:S:1:pos:R:3:nbo_charge:R:1
C -0.12 -0.21 -0.24 0.08
C 0.59 0.76 1.60 0.04
C 1.12 1.46 0.37 0.05
H 0.69 1.13 2.63 0.21
H 1.74 2.35 0.35 0.21
N -0.13 -0.24 1.19 -0.42
N 0.80 0.82 -0.69 -0.41
S -1.04 -1.23 -1.06 0.23
```

Properties
Net charge: 0
SMILES: S=C1N=CC=N1
Energy above the lowest of the compared OMol25 structures with the same formula, charge and spin (eV): 0.476
Spin multiplicity: 1

***

ORCA calculation (ωB97M-V/def2-TZVPD) on a structure of composition C27H54Br2FO11PSSi2.

The geometry in XYZ format:
```
99
Properties=species:S:1:pos:R:3:mulliken_charge:R:1
C -0.05 -4.68 1.48 -1.34
C -1.18 -3.71 1.05 -0.31
P -1.61 -3.79 -0.76 0.06
C -3.33 -3.17 -1.10 0.00
C -4.32 -4.40 -0.91 -1.34
Si -0.07 -2.89 -2.07 0.63
C 1.63 -3.63 -1.64 -1.08
C 2.82 -2.66 -1.85 1.58
C 3.79 -3.13 -2.98 -1.51
O 3.59 -2.74 -0.62 -0.56
O -0.08 -1.19 -2.20 -0.60
Si -0.07 -0.33 -0.75 -1.38
C 1.17 -0.93 0.53 1.11
C 1.00 -0.12 1.88 -0.90
C 2.16 0.91 2.06 -0.48
S 3.74 0.15 2.47 1.31
O 4.48 1.06 3.28 -0.67
O 3.47 -1.08 3.13 -0.64
O 4.52 -0.07 1.07 -0.38
C -1.83 -0.10 -0.07 -0.69
C -2.80 0.41 -1.16 -0.38
O -3.70 1.42 -0.62 -0.42
C -4.86 0.85 -0.22 0.09
O -5.37 1.14 0.78 -0.43
C 0.49 1.45 -1.22 -0.35
C 1.85 1.46 -1.88 -0.09
O 2.05 0.91 -2.87 -0.39
F 2.82 2.15 -1.21 -0.21
C -0.46 -3.50 -3.86 -0.61
Br -1.40 -5.24 -3.82 -0.14
C -1.49 -2.43 -4.45 0.84
C -0.79 -1.38 -5.36 -1.15
Br -3.00 -3.26 -5.44 -0.15
H -0.24 -4.92 2.54 0.41
H 0.95 -4.21 1.47 0.32
H -0.05 -5.63 0.93 0.34
H -2.09 -4.04 1.60 0.57
H -0.94 -2.70 1.45 0.14
H -3.69 -2.39 -0.42 0.34
H -3.48 -2.84 -2.14 0.11
H -3.72 -5.31 -1.08 0.37
H -5.13 -4.40 -1.64 0.38
H -4.69 -4.38 0.13 0.33
H 1.68 -4.05 -0.63 0.45
H 1.78 -4.47 -2.33 0.56
H 2.55 -1.60 -1.97 -0.69
H 4.81 -2.93 -2.62 0.42
H 3.73 -4.21 -3.16 0.36
H 3.66 -2.53 -3.90 0.32
H 4.31 -2.10 -0.65 0.31
H 1.15 -2.00 0.74 -0.15
H 2.17 -0.63 0.15 0.02
H 0.08 0.49 1.85 0.25
H 0.97 -0.84 2.71 0.65
H 1.88 1.53 2.92 0.27
H 2.23 1.50 1.13 0.07
H 4.62 0.77 0.60 0.31
H -1.75 0.73 0.67 0.74
H -2.20 -0.98 0.47 0.51
H -3.44 -0.40 -1.56 0.24
H -2.27 0.83 -2.02 0.20
H -5.38 0.08 -0.84 0.42
H -0.27 1.83 -1.92 0.64
H 0.42 2.06 -0.30 0.40
H 0.44 -3.57 -4.48 0.68
H -1.99 -1.87 -3.64 -0.65
H -1.16 -1.50 -6.38 0.44
H -1.11 -0.38 -5.03 0.22
H 0.31 -1.40 -5.28 0.25
C 5.16 3.67 -2.05 -0.73
C 6.61 3.75 -2.44 0.74
O 6.95 4.00 -3.58 -0.55
C 7.63 3.50 -1.36 -1.07
H 4.54 3.87 -2.93 0.31
H 4.93 2.68 -1.68 0.03
H 4.94 4.42 -1.29 0.36
H 7.51 2.50 -0.95 0.27
H 7.52 4.24 -0.56 0.31
H 8.63 3.59 -1.77 0.31
C 2.83 5.45 3.52 -1.12
C 1.70 4.59 4.02 0.94
O 1.01 3.95 3.26 -0.55
C 1.47 4.56 5.51 -1.20
H 2.88 5.38 2.43 0.25
H 2.66 6.49 3.80 0.38
H 3.78 5.10 3.94 0.32
H 1.24 5.56 5.88 0.38
H 2.36 4.17 6.02 0.33
H 0.63 3.90 5.73 0.30
C -8.14 2.37 4.94 -1.05
C -8.82 2.17 3.61 0.79
O -9.98 1.81 3.55 -0.56
C -8.01 2.45 2.37 -0.88
H -8.83 2.14 5.75 0.30
H -7.27 1.71 5.02 0.30
H -7.82 3.41 5.05 0.31
H -7.15 1.79 2.34 0.21
H -7.69 3.49 2.37 0.32
H -8.63 2.27 1.49 0.29
```

Properties
Net charge: 0
Spin multiplicity: 1
Total energy (hartree): -8455.3212

***

ORCA calculation (ωB97M-V/def2-TZVPD) on a structure of composition C22H14BrClNO6V.

The geometry in XYZ format:
```
46
Properties=species:S:1:pos:R:3:nbo_charge:R:1
V 0.51 -0.38 0.25 1.23
O 0.14 0.25 2.01 -0.61
Cl -0.01 -1.30 2.27 1.37
O -1.39 -1.78 2.34 -0.70
O -1.04 -0.57 -0.24 -0.36
O 2.31 -0.75 1.10 -0.81
C -4.60 -0.23 0.36 -0.15
C -4.62 1.09 0.81 -0.16
C -3.46 1.85 0.84 -0.16
C -2.24 1.31 0.44 -0.05
C -2.26 -0.04 0.05 0.26
C -3.40 -0.80 -0.03 -0.20
C -1.02 2.15 0.26 0.26
C -1.15 3.54 0.32 -0.25
C -0.09 4.36 0.09 -0.03
C 1.16 3.82 -0.27 -0.13
C 2.27 4.64 -0.59 -0.13
C 3.45 4.09 -0.98 -0.18
C 3.56 2.69 -1.06 -0.14
C 2.51 1.87 -0.75 -0.21
C 1.28 2.42 -0.35 0.24
N 0.19 1.62 -0.04 -0.43
H -5.51 -0.81 0.33 0.25
H -5.55 1.53 1.14 0.25
H -3.53 2.87 1.19 0.24
H -3.33 -1.83 -0.34 0.25
H -2.12 3.98 0.53 0.25
H -0.20 5.43 0.17 0.25
H 2.15 5.72 -0.52 0.24
H 4.29 4.71 -1.23 0.25
H 4.49 2.25 -1.40 0.24
H 2.64 0.80 -0.85 0.21
Br 3.21 -2.19 0.65 1.06
C 1.86 -3.46 0.20 -0.08
C 1.59 -4.48 1.09 -0.24
C 0.59 -5.39 0.74 -0.17
C -0.09 -5.26 -0.46 -0.13
C 0.21 -4.22 -1.35 -0.15
C 1.20 -3.31 -1.03 -0.22
C 1.50 -2.13 -1.90 0.78
O 1.95 -2.15 -2.98 -0.41
O 1.23 -0.96 -1.19 -0.57
H 2.14 -4.59 2.01 0.26
H 0.35 -6.20 1.42 0.26
H -0.86 -5.97 -0.72 0.26
H -0.31 -4.14 -2.30 0.26
```

Properties
Net charge: +2
Energy above the lowest of the compared OMol25 structures with the same formula, charge and spin (eV): 0.328
Spin multiplicity: 1

***

ORCA calculation (ωB97M-V/def2-TZVPD) on a cluster of 3 separate species, C22H51BrClFN10O4P3 in total.

The geometry in XYZ format:
```
93
Properties=species:S:1:pos:R:3:mulliken_charge:R:1
N -2.67 2.96 4.91 -0.59
C -2.98 3.08 3.70 -0.39
C -2.35 4.17 2.84 -0.27
C -2.28 3.73 1.43 0.12
N -1.85 2.52 1.06 0.59
F -1.40 1.57 1.88 -0.11
C -1.90 2.33 -0.31 -0.86
C -1.51 1.05 -0.98 -0.20
C -2.54 -0.03 -0.56 -0.16
C -3.86 0.12 -1.32 -0.88
N -3.85 -0.43 -2.67 -0.59
C -2.36 3.52 -0.78 0.53
P -2.60 3.72 -2.58 0.22
O -3.93 4.68 -2.66 -0.46
Cl -1.09 5.01 -3.17 -0.25
N -2.58 4.38 0.31 0.40
C -3.11 5.73 0.15 -0.69
C -2.17 6.80 0.69 0.52
O -1.61 6.75 1.72 -0.39
Br -1.99 8.34 -0.46 -0.10
H -3.17 2.18 5.33 0.30
H -3.68 2.39 3.22 0.40
H -1.33 4.28 3.20 0.29
H -2.90 5.10 2.96 0.40
H -1.59 1.22 -2.05 0.55
H -0.50 0.82 -0.65 -0.28
H -2.77 0.13 0.50 0.28
H -2.09 -1.00 -0.69 0.32
H -4.63 -0.42 -0.76 0.37
H -4.17 1.16 -1.31 0.26
H -3.21 -1.21 -2.75 0.29
H -3.61 0.29 -3.33 0.29
H -3.74 5.32 -3.36 0.34
H -4.12 5.83 0.53 0.37
H -3.19 5.90 -0.92 0.35
O 1.93 -0.18 -2.64 -0.92
P 3.28 0.19 -3.22 0.80
N 3.98 -1.38 -3.34 0.35
C 4.33 -2.19 -2.19 -1.16
C 3.38 -2.18 -4.41 -1.11
N 3.77 1.21 -1.89 0.11
C 4.61 0.74 -0.82 -0.90
C 2.69 2.07 -1.40 -1.03
N 4.49 0.82 -4.24 0.07
C 5.82 0.29 -4.47 -0.90
C 4.24 2.12 -4.86 -1.17
H 4.88 -3.07 -2.52 0.40
H 3.45 -2.53 -1.62 0.37
H 5.00 -1.66 -1.52 0.33
H 3.70 -1.80 -5.39 0.28
H 2.28 -2.15 -4.38 0.26
H 3.69 -3.22 -4.35 0.40
H 4.13 -0.05 -0.22 0.19
H 4.85 1.57 -0.14 0.37
H 5.57 0.38 -1.19 0.28
H 2.01 1.52 -0.72 0.22
H 2.10 2.47 -2.22 0.29
H 3.12 2.91 -0.86 0.46
H 6.26 -0.13 -3.57 0.28
H 6.48 1.10 -4.80 0.44
H 5.83 -0.48 -5.24 0.22
H 4.70 2.93 -4.28 0.34
H 3.16 2.32 -4.91 0.35
H 4.61 2.16 -5.88 0.44
O -1.90 -2.98 1.03 -0.97
P -1.36 -3.09 2.44 1.00
N 0.32 -3.21 2.02 0.33
C 0.90 -4.36 1.35 -1.08
C 0.86 -1.95 1.51 -1.40
N -2.18 -4.54 2.94 0.10
C -1.57 -5.86 2.90 -1.06
C -3.57 -4.62 2.49 -1.09
N -0.87 -2.76 4.05 0.06
C 0.37 -3.13 4.70 -0.92
C -1.86 -2.16 4.94 -1.19
H 1.98 -4.27 1.33 0.38
H 0.54 -4.48 0.32 0.30
H 0.70 -5.29 1.89 0.34
H 0.96 -1.23 2.33 0.18
H 0.21 -1.51 0.74 0.39
H 1.84 -2.09 1.07 0.52
H -1.34 -6.18 1.88 0.36
H -2.26 -6.59 3.33 0.38
H -0.67 -5.91 3.51 0.26
H -3.65 -4.98 1.46 0.32
H -4.05 -3.65 2.55 0.33
H -4.13 -5.30 3.14 0.38
H 0.73 -4.11 4.39 0.26
H 0.22 -3.17 5.78 0.46
H 1.17 -2.40 4.51 0.22
H -2.36 -2.92 5.55 0.33
H -2.63 -1.64 4.36 0.33
H -1.41 -1.41 5.60 0.46
```

Properties
Net charge: +1
Spin multiplicity: 1
Total energy (hartree): -5875.1148

***

ORCA calculation (ωB97M-V/def2-TZVPD) on a cluster of 12 separate species, C53H58ClNO36 in total.

The geometry in XYZ format:
```
149
Properties=species:S:1:pos:R:3:mulliken_charge:R:1
C 6.87 -3.74 0.23 -0.60
C 6.50 -2.48 -0.12 -0.70
C 5.03 -2.24 -0.34 0.45
C 4.17 -2.19 0.75 -0.90
C 2.77 -2.00 0.62 -0.92
C 2.27 -1.89 -0.67 1.01
C 3.13 -1.91 -1.78 0.84
C 4.50 -2.08 -1.63 -0.68
C 2.49 -1.78 -3.15 -0.25
O 2.97 -1.12 -4.04 -0.57
C 1.16 -2.53 -3.27 0.82
C 0.88 -3.19 -4.46 -1.25
C -0.32 -3.90 -4.50 -0.39
C -1.18 -3.91 -3.40 0.08
N -2.39 -4.73 -3.55 -0.41
C -2.09 -5.91 -3.33 0.81
O -1.85 -6.99 -2.94 -0.51
C -0.93 -3.24 -2.20 0.26
C -1.77 -3.21 -0.93 -0.89
C -3.23 -3.69 -1.00 -0.35
C -3.78 -3.76 0.45 -0.65
Cl -4.08 -2.12 1.12 -0.23
C 0.29 -2.52 -2.18 0.34
C 0.78 -1.73 -0.98 -0.08
O 0.12 -0.97 -0.31 -0.59
H 7.46 -3.98 1.13 0.28
H 6.52 -4.57 -0.39 0.26
H 7.25 -1.68 -0.24 0.36
H 4.64 -2.30 1.73 0.37
H 2.08 -1.95 1.46 0.52
H 5.11 -2.11 -2.54 0.46
H 1.55 -3.22 -5.31 0.46
H -0.57 -4.45 -5.41 0.48
H -1.79 -2.16 -0.59 0.61
H -1.24 -3.75 -0.13 0.43
H -3.89 -3.12 -1.66 0.30
H -3.21 -4.74 -1.32 0.07
H -3.03 -4.26 1.08 0.35
H -4.67 -4.39 0.47 0.40
C 2.99 2.31 3.32 -0.07
C 3.20 1.13 2.42 0.04
O 4.31 0.48 2.99 -0.29
C 4.38 0.82 4.30 0.67
O 5.10 0.31 5.10 -0.58
O 3.50 1.83 4.58 -0.34
H 1.94 2.59 3.41 0.35
H 3.57 3.18 3.01 0.19
H 2.36 0.43 2.43 0.16
H 3.41 1.43 1.40 0.02
C 3.55 2.89 -1.74 -0.33
C 4.39 4.07 -2.16 -0.23
O 4.48 4.83 -0.95 -0.30
C 4.29 3.99 0.08 0.49
O 4.47 4.28 1.23 -0.56
O 3.86 2.77 -0.34 -0.17
H 3.81 1.98 -2.27 0.27
H 2.48 3.07 -1.84 0.25
H 5.39 3.77 -2.47 0.22
H 3.93 4.65 -2.95 0.26
C 4.42 8.71 -1.56 -0.20
C 4.17 9.64 -2.71 0.30
O 4.08 8.75 -3.83 -0.35
C 3.74 7.54 -3.35 0.67
O 3.42 6.60 -4.03 -0.61
O 3.79 7.50 -1.99 -0.32
H 3.99 9.07 -0.63 0.31
H 5.49 8.52 -1.40 0.22
H 3.22 10.18 -2.62 -0.18
H 4.96 10.36 -2.85 0.23
C -6.81 -6.04 -5.04 -0.50
C -5.96 -4.84 -5.39 -0.32
O -5.93 -4.12 -4.16 -0.33
C -6.16 -4.99 -3.16 0.72
O -6.04 -4.74 -2.00 -0.56
O -6.56 -6.20 -3.64 -0.26
H -6.53 -6.93 -5.59 0.41
H -7.87 -5.85 -5.19 0.35
H -4.94 -5.12 -5.67 0.20
H -6.39 -4.24 -6.19 0.32
C -9.32 -9.33 -2.24 -0.28
C -8.70 -10.28 -3.21 -0.20
O -8.99 -9.67 -4.48 -0.37
C -9.19 -8.35 -4.26 0.58
O -9.29 -7.53 -5.12 -0.60
O -9.26 -8.07 -2.93 -0.17
H -8.78 -9.28 -1.30 0.39
H -10.37 -9.56 -2.03 0.37
H -7.61 -10.34 -3.10 0.29
H -9.12 -11.27 -3.15 -0.01
C -11.54 -15.10 -2.50 -0.32
C -10.42 -15.31 -1.52 -0.30
O -9.83 -14.00 -1.45 -0.31
C -10.78 -13.11 -1.81 0.64
O -10.67 -11.93 -1.70 -0.54
O -11.87 -13.73 -2.32 -0.31
H -12.40 -15.74 -2.30 0.29
H -11.23 -15.25 -3.54 0.26
H -10.77 -15.59 -0.53 0.28
H -9.69 -16.04 -1.86 0.29
C -1.34 11.51 -3.48 -0.31
C -0.82 10.28 -4.18 -0.30
O 0.59 10.50 -4.17 -0.30
C 0.87 11.34 -3.15 0.65
O 1.97 11.58 -2.76 -0.61
O -0.26 11.86 -2.62 -0.31
H -2.25 11.32 -2.91 0.29
H -1.53 12.34 -4.17 0.27
H -1.04 9.36 -3.64 0.27
H -1.19 10.19 -5.20 0.29
C -10.66 -6.12 -0.35 0.29
C -9.81 -4.92 -0.72 -0.13
O -9.77 -4.18 0.51 -0.35
C -10.00 -5.05 1.52 0.64
O -9.87 -4.79 2.67 -0.52
O -10.40 -6.26 1.05 -0.35
H -10.37 -7.01 -0.89 -0.28
H -11.73 -5.94 -0.49 0.25
H -8.80 -5.20 -1.00 0.12
H -10.25 -4.33 -1.52 0.34
C 6.37 2.38 6.84 0.12
C 5.29 2.76 7.81 -0.26
O 5.96 3.66 8.70 -0.33
C 7.03 4.17 8.03 0.62
O 7.70 5.07 8.43 -0.52
O 7.23 3.53 6.86 -0.35
H 6.00 2.18 5.85 -0.09
H 6.95 1.51 7.18 0.24
H 4.47 3.30 7.32 0.24
H 4.88 1.91 8.35 0.30
C 6.93 13.05 -0.26 -0.36
C 6.04 11.89 0.07 -0.33
O 6.26 11.00 -1.02 -0.21
C 7.48 11.29 -1.55 0.58
O 8.03 10.63 -2.37 -0.50
O 7.97 12.44 -1.02 -0.35
H 7.33 13.54 0.62 0.32
H 6.43 13.80 -0.88 0.26
H 6.33 11.38 1.00 0.26
H 4.99 12.17 0.14 0.33
C 7.96 5.99 11.76 -0.11
C 8.81 7.16 11.34 -0.25
O 8.93 7.91 12.55 -0.34
C 8.72 7.05 13.59 0.60
O 8.91 7.32 14.73 -0.52
O 8.27 5.85 13.14 -0.34
H 8.19 5.09 11.21 0.19
H 6.89 6.20 11.65 0.23
H 9.81 6.86 11.02 0.27
H 8.36 7.76 10.55 0.26
```

Properties
Net charge: 0
SMILES: C=Cc1ccc2c(c1)C(=O)c1ccc(N=C=O)c(CCCCl)c1C2=O.O=C1OCCO1.O=C1OCCO1.O=C1OCCO1.O=C1OCCO1.O=C1OCCO1.O=C1OCCO1.O=C1OCCO1.O=C1OCCO1.O=C1OCCO1.O=C1OCCO1.O=C1OCCO1
Spin multiplicity: 1
Total energy (hartree): -5278.0452

***

ORCA calculation (ωB97M-V/def2-TZVPD) on the molecule C6H10OS.

The geometry in XYZ format:
```
18
Properties=species:S:1:pos:R:3:nbo_charge:R:1
C -1.77 1.72 0.24 -0.43
C -1.32 0.57 1.19 -0.41
C -0.56 1.30 -0.58 -0.21
C 0.98 -0.62 0.26 -0.48
C 1.34 -1.02 -1.18 -0.49
C -0.17 0.30 0.23 0.02
O 2.10 -3.53 -0.52 -0.85
S 2.90 -2.10 -1.16 0.40
H -2.81 1.87 -0.07 0.22
H -1.51 2.81 0.70 0.18
H -0.94 0.91 2.22 0.20
H -2.11 -0.29 1.31 0.21
H 2.84 -4.08 -0.17 0.48
H -0.42 1.73 -1.51 0.20
H 0.71 -1.53 0.89 0.23
H 1.81 -0.11 0.72 0.23
H 0.57 -1.70 -1.75 0.24
H 1.62 -0.18 -1.82 0.23
```

Properties
Net charge: 0
SMILES: OSCCC1=CCC1
Energy above the lowest of the compared OMol25 structures with the same formula, charge and spin (eV): 3.354
Spin multiplicity: 1

***

ORCA calculation (ωB97M-V/def2-TZVPD) on the molecule C4H7NO.

The geometry in XYZ format:
```
13
Properties=species:S:1:pos:R:3:nbo_charge:R:1
O 2.47 -0.70 -0.44 -0.58
N 1.80 0.47 -0.09 -0.14
C 0.57 0.22 0.11 0.23
C -0.34 -0.98 -0.04 -0.47
C -1.52 0.02 -0.07 -0.39
C -0.57 1.16 0.41 -0.44
H 3.37 -0.38 -0.61 0.48
H -0.16 -1.61 -0.92 0.23
H -0.33 -1.61 0.85 0.23
H -1.89 0.19 -1.08 0.21
H -2.37 -0.20 0.59 0.21
H -0.59 2.10 -0.14 0.22
H -0.67 1.37 1.48 0.22
```

Properties
Net charge: 0
SMILES: ON=C1CCC1
Energy above the lowest of the compared OMol25 structures with the same formula, charge and spin (eV): 2.932
Spin multiplicity: 1

***

ORCA calculation (ωB97M-V/def2-TZVPD) on the molecule C4H9N3O.

The geometry in XYZ format:
```
17
Properties=species:S:1:pos:R:3:nbo_charge:R:1
C 0.61 1.45 -0.58 -0.52
C 1.62 1.20 0.55 -0.59
N -1.19 -0.04 0.14 -0.65
C -0.78 1.26 -0.07 0.71
C -0.65 -1.25 -0.26 0.59
N -1.24 -2.33 0.37 -0.84
N 0.23 -1.32 -1.17 -0.77
O -1.53 2.16 0.23 -0.59
H -2.11 -0.10 0.58 0.40
H -0.86 -3.25 0.21 0.40
H -1.77 -2.20 1.21 0.39
H 0.55 -2.25 -1.38 0.35
H 0.71 2.48 -0.94 0.22
H 0.80 0.75 -1.39 0.27
H 1.47 1.91 1.37 0.21
H 1.51 0.19 0.94 0.21
H 2.63 1.32 0.18 0.21
```

Properties
Net charge: 0
SMILES: [H]/N=C(\N)NC(=O)CC
Energy above the lowest of the compared OMol25 structures with the same formula, charge and spin (eV): 0.000
Spin multiplicity: 1

***

Q: The highest spin multiplicity belongs to which entry?
A: C13H17BrN2V

***

Q: Look up the spin multiplicity of the sixth one.
A: 1

***

Q: What is the net charge in the sixth record?
A: 0

***

Q: Among the records above, which one has the highest spin multiplicity?
A: C13H17BrN2V